Entry 1:
An isolated molecule of C6H13N. Source: the OMol25 dataset; level of theory: ωB97M-V with the def2-TZVPD basis set.

```
20
Properties=species:S:1:pos:R:3:forces:R:3
C 1.49649 1.60892 1.11898 -0.785 0.299 -1.493
N 0.74217 0.37394 0.75471 -1.146 0.515 2.548
C 0.31108 -0.14280 -0.59316 0.363 -0.183 1.247
C -1.20087 -0.35584 -0.59149 -1.511 0.284 1.092
C -1.76352 -1.01070 -1.83087 0.453 -0.143 0.217
C -2.45714 -2.16182 -1.78572 0.877 -0.225 -0.007
C 2.32076 1.40947 2.36666 1.137 0.729 0.999
H 0.92081 2.53394 1.28868 -0.702 -0.409 -0.119
H 2.05719 1.90248 0.22678 0.516 -0.327 0.216
H 0.06298 0.21510 1.60725 1.373 -0.060 -2.897
H 0.68437 0.41426 -1.47471 -0.083 0.152 0.777
H 0.74945 -1.16584 -0.62661 -0.132 0.613 -0.494
H -1.32537 -1.07549 0.23396 -0.267 0.120 -0.240
H -1.78137 0.51591 -0.23222 0.567 0.167 -0.480
H -1.40840 -0.59030 -2.79300 0.259 -0.811 0.496
H -2.12063 -2.94168 -2.46645 -1.328 0.287 -0.951
H -3.08465 -2.51153 -0.95302 0.927 0.256 0.113
H 2.25549 0.40617 2.71791 -0.363 -0.859 0.327
H 3.38315 1.53426 2.19824 0.366 0.061 -0.413
H 2.16050 2.09319 3.24208 -0.523 -0.466 -0.939
```
Forces are in eV/Å.

The HOMO-LUMO gap comes out at 9.43 eV. Its SMILES is C=CCCNCC. The energy above the lowest of the compared OMol25 structures with the same formula, charge and spin is 2.737 eV.

Entry 2:
An isolated molecule of C6H13N. Source: the OMol25 dataset; level of theory: ωB97M-V with the def2-TZVPD basis set.

```
20
Properties=species:S:1:pos:R:3:forces:R:3
C -1.36005 1.75419 0.51569 0.015 0.045 -0.017
C -0.65743 0.42179 0.62890 -0.022 0.128 0.174
N -0.78408 -0.48662 -0.50023 -0.028 -0.031 -0.069
C -1.11838 -1.86606 -0.17055 -0.004 -0.156 0.018
C 0.54472 0.03292 -0.16492 0.190 0.063 0.028
C 1.58327 -0.92070 0.39351 0.003 -0.019 0.082
C 1.17557 1.05406 -1.09596 -0.034 0.020 -0.027
H -2.40843 1.65524 0.81900 0.147 0.003 -0.005
H -0.89234 2.51785 1.14688 -0.048 -0.110 -0.051
H -1.35408 2.10498 -0.51914 0.006 -0.044 0.170
H -0.72100 -0.03965 1.61983 -0.014 0.017 -0.179
H -0.59723 -2.56859 -0.83010 -0.068 0.165 0.028
H -0.89014 -2.14461 0.87125 0.009 0.064 -0.187
H -2.19523 -2.00167 -0.31680 0.164 0.015 -0.004
H 2.46944 -0.35488 0.69621 -0.084 -0.098 0.035
H 1.23487 -1.49734 1.25410 0.016 0.107 -0.110
H 1.89836 -1.62799 -0.38643 -0.052 0.134 0.130
H 0.44144 1.68948 -1.59462 0.047 -0.173 0.051
H 1.79352 0.57641 -1.86386 -0.119 -0.032 0.068
H 1.83720 1.70117 -0.50276 -0.122 -0.099 -0.135
```
Forces are in eV/Å.

The HOMO-LUMO gap comes out at 9.86 eV. Its SMILES is C[C@H]1N(C)C1(C)C. The energy above the lowest of the compared OMol25 structures with the same formula, charge and spin is 0.828 eV.

Entry 3:
A structure of composition C6H13N. Source: the OMol25 dataset; level of theory: ωB97M-V with the def2-TZVPD basis set.

```
20
Properties=species:S:1:pos:R:3:forces:R:3
C 2.80362 -0.48684 -0.02204 0.057 0.019 0.007
C 1.32119 -0.82201 -0.17532 -0.053 -0.053 0.006
C 0.49720 0.41439 -0.51675 0.107 0.044 0.070
N -0.83625 0.05173 -1.01941 -0.049 0.017 -0.074
C -1.75095 1.17343 -1.02983 0.117 0.528 -0.338
C -1.93811 -0.10394 -0.11505 -0.084 -0.405 0.233
C -1.86970 -0.58004 1.31807 0.094 -0.005 0.197
H 2.96459 0.28393 0.74140 -0.037 -0.115 -0.089
H 3.21432 -0.10740 -0.96557 -0.061 -0.055 0.145
H 3.38714 -1.36731 0.26544 -0.097 0.123 -0.037
H 1.18160 -1.56031 -0.97346 0.021 0.109 0.090
H 0.93858 -1.27957 0.74585 0.046 0.055 -0.147
H 1.00508 0.97743 -1.31174 -0.066 -0.069 0.097
H 0.43046 1.08023 0.36723 -0.031 -0.090 -0.104
H -2.50517 1.26270 -1.80977 0.100 -0.075 0.148
H -1.21433 2.12260 -0.85498 -0.069 -0.154 0.040
H -1.98314 1.16108 0.29670 -0.029 0.018 -0.032
H -2.76390 -0.25878 1.86171 0.131 -0.052 -0.090
H -1.89577 -1.67637 1.28862 0.018 0.168 -0.018
H -0.98647 -0.28497 1.90887 -0.116 -0.008 -0.103
```
Forces are in eV/Å.

The HOMO-LUMO gap comes out at 8.03 eV. The energy above the lowest of the compared OMol25 structures with the same formula, charge and spin is 5.382 eV.

Copy entry 3 word for word.
A structure of composition C6H13N. Source: the OMol25 dataset; level of theory: ωB97M-V with the def2-TZVPD basis set.

```
20
Properties=species:S:1:pos:R:3:forces:R:3
C 2.80362 -0.48684 -0.02204 0.057 0.019 0.007
C 1.32119 -0.82201 -0.17532 -0.053 -0.053 0.006
C 0.49720 0.41439 -0.51675 0.107 0.044 0.070
N -0.83625 0.05173 -1.01941 -0.049 0.017 -0.074
C -1.75095 1.17343 -1.02983 0.117 0.528 -0.338
C -1.93811 -0.10394 -0.11505 -0.084 -0.405 0.233
C -1.86970 -0.58004 1.31807 0.094 -0.005 0.197
H 2.96459 0.28393 0.74140 -0.037 -0.115 -0.089
H 3.21432 -0.10740 -0.96557 -0.061 -0.055 0.145
H 3.38714 -1.36731 0.26544 -0.097 0.123 -0.037
H 1.18160 -1.56031 -0.97346 0.021 0.109 0.090
H 0.93858 -1.27957 0.74585 0.046 0.055 -0.147
H 1.00508 0.97743 -1.31174 -0.066 -0.069 0.097
H 0.43046 1.08023 0.36723 -0.031 -0.090 -0.104
H -2.50517 1.26270 -1.80977 0.100 -0.075 0.148
H -1.21433 2.12260 -0.85498 -0.069 -0.154 0.040
H -1.98314 1.16108 0.29670 -0.029 0.018 -0.032
H -2.76390 -0.25878 1.86171 0.131 -0.052 -0.090
H -1.89577 -1.67637 1.28862 0.018 0.168 -0.018
H -0.98647 -0.28497 1.90887 -0.116 -0.008 -0.103
```
Forces are in eV/Å.

The HOMO-LUMO gap comes out at 8.03 eV. The energy above the lowest of the compared OMol25 structures with the same formula, charge and spin is 5.382 eV.